1.
Here is C5H6O in the gas phase from the Open Molecules 2025 dataset. Energies are from ωB97M-V/def2-TZVPD.

Computed properties:
**HOMO-LUMO gap**: 9.3 eV
**Energy**: -7324.3504 eV
**Relative energy (zero: lowest compared OMol25 entry of this formula, charge and spin)**: 113.78 kcal per mole
**Lowest unoccupied orbital energy**: 0.11 eV

The geometry in XYZ format:
```
12
Properties=species:S:1:pos:R:3:lowdin_charge:R:1
C 1.5397 0.0884 -0.4432 -0.066
C 0.4375 -0.5541 0.3266 -0.121
C -0.2718 0.5203 1.0362 -0.470
O -0.0312 1.7009 0.7312 -0.048
C -1.2625 -0.2693 -0.1738 -0.061
C -2.2642 -0.4709 -0.8278 0.165
H 2.0653 -0.5128 -1.1879 0.084
H 1.0024 1.0130 -0.7150 0.087
H 2.2550 0.5891 0.2338 0.107
H 0.4155 -1.6257 0.5334 0.136
H -0.7941 0.2411 1.9498 0.144
H -3.0914 -0.7201 -1.4633 0.043
```


2.
Here is C5H6O in the gas phase from the Open Molecules 2025 dataset. Energies are from ωB97M-V/def2-TZVPD.

Computed properties:
**HOMO-LUMO gap**: 7.6 eV
**Energy**: -7325.9430 eV
**Relative energy (zero: lowest compared OMol25 entry of this formula, charge and spin)**: 77.06 kcal per mole
**Lowest unoccupied orbital energy**: -0.40 eV

The geometry in XYZ format:
```
12
Properties=species:S:1:pos:R:3:lowdin_charge:R:1
C 1.4874 0.5341 0.4037 -0.018
C 0.2604 -0.3091 0.1126 -0.377
C -1.0596 -0.1269 0.7806 -0.079
C -2.1377 -0.1368 -0.0794 -0.065
C -1.4135 -0.1810 -1.2942 -0.116
O -0.0898 -0.2690 -1.2765 0.002
H 1.7218 0.4773 1.4712 0.087
H 1.3188 1.5822 0.1425 0.090
H 2.3559 0.1703 -0.1550 0.085
H 0.4292 -1.3707 0.3395 0.170
H -1.0758 -0.1879 1.8707 0.102
H -1.7970 -0.1825 -2.3157 0.120
```


3.
Here is C5H6O in the gas phase from the Open Molecules 2025 dataset. Energies are from ωB97M-V/def2-TZVPD.

Computed properties:
**HOMO-LUMO gap**: 9.7 eV
**Energy**: -7326.6793 eV
**Relative energy (zero: lowest compared OMol25 entry of this formula, charge and spin)**: 60.08 kcal per mole
**Lowest unoccupied orbital energy**: 1.07 eV

The geometry in XYZ format:
```
12
Properties=species:S:1:pos:R:3:lowdin_charge:R:1
C 0.9131 0.3700 -1.3777 -0.007
C 1.2059 -0.6094 -0.5195 -0.183
C 0.1953 -1.2582 0.3372 -0.049
C -0.7508 -0.4419 0.7757 -0.325
C -1.2492 0.8903 0.8466 -0.039
O -1.8086 -0.2621 1.5858 0.055
H -0.1207 0.6302 -1.5971 0.058
H 1.6819 0.9581 -1.8664 0.052
H 2.2460 -0.8847 -0.3501 0.096
H 0.2797 -2.2915 0.6599 0.107
H -0.6954 1.6157 1.4381 0.122
H -1.8972 1.2836 0.0675 0.114
```


Among the records above, which one has the highest HOMO-LUMO gap?
number 3


Which of these has the lowest lowest unoccupied orbital energy?
number 2


The highest energy belongs to which entry?
number 1